# 1
# C9H12N4

A single C9H12N4 molecule (the ωB97M-V functional and the def2-TZVPD basis, the Open Molecules 2025 dataset).

Computed properties:
HOMO level (spin up / spin down) = -3.9 / -8.6 eV
<S²> = 2.02
Net charge = 0
Energy relative to the best compared isomer or geometry (same formula, charge and spin) = 12.29 kcal per mole
2S+1 = 3
E_tot = -568.87826 Eh
Kohn-Sham gap (spin up / spin down) = 4.79 / 5.51 eV

Last column: Mulliken charge in e.
Positions of all 25 atoms, in Å:
C: 1.20 -0.03 -3.10  -0.74
C: 0.65 1.67 2.40  -0.80
C: 0.02 0.72 -3.06  -0.15
C: 1.62 0.58 2.49  -0.14
C: 1.14 -0.80 -1.95  -0.11
C: -0.29 1.28 1.46  0.56
C: -1.57 1.85 1.02  -1.25
C: -0.10 -2.53 0.21  -1.87
C: -0.46 -1.14 -0.13  -0.04
N: -0.74 0.33 -2.02  -1.05
N: 1.22 -0.41 1.73  -0.89
N: 0.00 -0.58 -1.33  0.88
N: 0.07 -0.01 1.19  0.69
H: 1.93 0.04 -3.87  0.39
H: 0.76 2.50 2.98  0.52
H: -0.23 1.47 -3.86  0.33
H: 2.53 0.45 3.06  0.43
H: 1.84 -1.54 -1.64  0.31
H: -1.44 2.86 1.01  0.44
H: -1.85 1.64 -0.10  0.26
H: -2.28 1.43 1.64  0.31
H: -0.40 -2.68 1.14  0.52
H: 1.03 -2.58 0.19  0.29
H: -0.55 -3.08 -0.49  0.54
H: -1.46 -1.04 -0.14  0.58



# 2
# C9H12NO2

2 unconnected molecules or ions with the total composition C9H12NO2 (the ωB97M-V functional and the def2-TZVPD basis, the Open Molecules 2025 dataset).

Computed properties:
HOMO level = -2.4 eV
Net charge = -1
Energy relative to the best compared isomer or geometry (same formula, charge and spin) = 125.83 kcal per mole
E_tot = -555.19941 Eh
Kohn-Sham gap = 5.96 eV

Last column: Mulliken charge in e.
Positions of all 24 atoms, in Å:
C: 0.77 -1.18 -3.09  0.07
C: 1.31 -1.53 0.65  -0.06
C: -2.62 0.59 1.11  -0.51
C: -1.85 -0.56 1.73  -0.68
C: -1.21 0.65 1.11  0.01
C: -0.24 0.42 -0.02  0.26
C: 1.22 1.01 -0.05  -0.09
C: 0.85 -0.48 -0.11  -0.16
C: 1.69 1.93 -1.15  -1.27
N: 0.05 -1.66 -2.31  -0.39
O: 2.55 -1.84 0.69  -0.77
O: 0.41 -2.66 1.04  -0.50
H: 1.51 -0.95 -3.82  0.28
H: 0.29 -3.28 0.46  0.23
H: -3.22 0.24 0.19  0.24
H: -3.11 1.37 1.74  0.24
H: -1.86 -0.59 2.84  0.19
H: -1.63 -1.53 1.33  0.23
H: -0.88 1.23 1.96  0.29
H: -0.77 0.82 -0.99  0.09
H: 1.50 1.33 0.93  0.52
H: 2.49 2.63 -0.82  0.33
H: 0.79 2.64 -1.40  0.21
H: 1.94 1.39 -2.03  0.23



# 3
# C9H12NS2

A gas-phase ion, C9H12NS2 (charge +1) (the ωB97M-V functional and the def2-TZVPD basis, the Open Molecules 2025 dataset).

Computed properties:
HOMO level = -13.0 eV
Net charge = +1
Energy relative to the best compared isomer or geometry (same formula, charge and spin) = 39.82 kcal per mole
E_tot = -1200.94480 Eh
Kohn-Sham gap = 7.87 eV

Last column: Mulliken charge in e.
Positions of all 24 atoms, in Å:
C: 3.51 -0.34 0.15  -0.38
C: 3.28 1.03 0.02  -0.73
C: 2.50 -1.23 0.46  -1.01
C: 2.01 1.49 0.00  -0.19
C: 1.21 -0.78 0.61  -0.39
C: 0.97 0.58 0.23  0.70
C: -2.77 -1.00 -0.34  -0.54
C: -3.07 -0.08 0.89  -0.65
C: -0.45 0.90 0.35  0.79
N: -1.69 -0.64 -1.25  -0.38
S: -1.35 0.04 1.56  0.03
S: -1.15 2.18 -0.55  -0.10
H: 4.56 -0.60 0.02  0.39
H: 3.97 1.84 -0.09  0.41
H: 2.85 -2.21 0.61  0.44
H: 1.61 2.56 -0.24  0.08
H: 0.54 -1.57 0.82  0.40
H: -2.60 -2.02 0.05  0.33
H: -3.77 -1.15 -1.02  0.33
H: -3.57 0.82 0.76  0.41
H: -3.69 -0.71 1.51  0.40
H: -1.00 -1.33 -1.12  0.21
H: -1.96 -0.47 -2.20  0.23
H: 0.08 2.66 -1.21  0.23



# 4
# C9H12NSe

A gas-phase ion, C9H12NSe (charge +1) (the ωB97M-V functional and the def2-TZVPD basis, the Open Molecules 2025 dataset).

Computed properties:
HOMO level = -12.4 eV
Net charge = +1
Energy relative to the best compared isomer or geometry (same formula, charge and spin) = 25.27 kcal per mole
E_tot = -2805.97275 Eh
SMILES = C=C[C@@H]([NH3+])[Se]c1ccccc1
Kohn-Sham gap = 8.37 eV

Last column: Mulliken charge in e.
Positions of all 23 atoms, in Å:
C: 1.30 -1.60 0.05  -0.89
C: 0.85 -1.17 1.26  0.05
C: -0.47 -0.62 1.63  -0.41
N: -0.81 -0.83 3.08  -0.38
Se: -0.60 1.59 1.30  0.16
C: -0.45 1.42 -0.58  0.09
C: 0.81 1.40 -1.12  -0.25
C: 0.89 1.43 -2.49  -0.72
C: -0.24 1.43 -3.29  -0.30
C: -1.54 1.44 -2.70  -0.46
C: -1.64 1.49 -1.37  -0.38
H: 2.19 -2.12 -0.02  0.36
H: 0.57 -1.71 -0.89  0.20
H: 1.52 -1.05 2.09  0.23
H: -1.28 -0.86 1.02  0.49
H: -0.16 -0.49 3.89  0.41
H: -0.97 -1.76 3.42  0.36
H: -1.63 -0.41 3.41  0.37
H: 1.75 1.15 -0.54  0.42
H: 1.72 1.47 -3.02  0.57
H: -0.21 1.67 -4.38  0.33
H: -2.48 1.59 -3.22  0.37
H: -2.51 1.37 -0.73  0.39



# 5
# C9H13BO2

A single C9H13BO2 molecule (the ωB97M-V functional and the def2-TZVPD basis, the Open Molecules 2025 dataset).

Computed properties:
HOMO level = -9.1 eV
Net charge = 0
Energy relative to the best compared isomer or geometry (same formula, charge and spin) = 159.69 kcal per mole
E_tot = -525.93243 Eh
SMILES = C=CB1C(=O)CC(C)(C)CC1=O
Kohn-Sham gap = 8.89 eV

Last column: Mulliken charge in e.
Positions of all 25 atoms, in Å:
C: 3.79 -0.21 -1.29  -0.65
C: 2.65 -0.74 -0.86  -0.18
B: 1.48 0.10 0.34  0.06
C: 0.78 1.43 -0.06  0.64
O: 0.79 2.60 0.03  -0.56
C: -0.45 0.81 -0.82  -1.33
C: -1.32 0.11 0.15  2.03
C: -2.47 -0.46 -0.61  -2.18
C: -1.53 1.02 1.45  -1.60
C: -0.54 -1.13 0.73  -1.24
C: 0.75 -0.80 1.41  0.53
O: 1.08 -1.31 2.45  -0.61
H: 4.42 -0.76 -2.01  0.23
H: 4.19 0.70 -0.93  0.25
H: 2.15 -1.64 -1.16  0.30
H: -1.02 1.66 -1.35  0.32
H: -0.12 0.25 -1.68  0.44
H: -3.02 -1.07 0.13  0.45
H: -2.07 -0.98 -1.39  0.53
H: -3.16 0.24 -0.96  0.49
H: -0.94 0.65 2.27  0.34
H: -2.61 1.02 1.61  0.45
H: -1.25 1.94 1.15  0.43
H: -0.47 -1.90 -0.10  0.38
H: -1.09 -1.54 1.48  0.49



# 6
# C9H13BrF2O3

A molecular structure, C9H13BrF2O3 (the ωB97M-V functional and the def2-TZVPD basis, the Open Molecules 2025 dataset).

Computed properties:
HOMO level = -9.4 eV
Net charge = 0
Energy relative to the best compared isomer or geometry (same formula, charge and spin) = 46.90 kcal per mole
E_tot = -3350.09031 Eh
Kohn-Sham gap = 9.82 eV

Last column: Mulliken charge in e.
Positions of all 28 atoms, in Å:
C: 2.13 0.52 -1.78  -0.77
C: 0.90 0.96 -2.01  0.51
C: -0.15 -0.79 0.39  0.32
C: 0.29 0.95 -3.39  -1.11
C: 0.35 -1.28 3.51  -1.08
C: -0.03 1.39 -0.84  -0.66
C: 1.27 -1.19 2.29  -0.44
C: -0.82 0.19 -0.53  0.74
C: -2.33 0.54 0.76  0.50
O: -0.41 -1.96 0.34  -0.64
O: -1.63 -0.38 -1.41  -0.54
O: 0.74 -0.36 1.26  -0.34
F: -2.17 1.79 1.26  -0.23
F: -2.26 -0.31 1.86  -0.21
Br: -3.98 0.39 -0.21  -0.13
H: 2.47 0.47 -0.69  0.20
H: 2.74 0.32 -2.77  0.21
H: -0.50 1.84 -3.42  0.24
H: -0.34 -0.03 -3.54  0.16
H: 1.13 1.05 -4.15  0.43
H: 0.76 -1.82 4.27  0.48
H: 0.24 -0.14 3.85  0.22
H: -0.60 -1.57 3.24  0.27
H: 0.65 1.59 -0.02  0.38
H: -0.69 2.29 -1.00  0.38
H: 1.41 -2.17 1.85  0.35
H: 2.29 -0.96 2.52  0.43
H: -1.47 -1.31 -1.61  0.35



Q: Which value of net charge does entry 1 give?
A: 0



Q: net charge of number 2 (C9H12NO2)?
A: -1